Formula: C14H40O6
Source: the Open Molecules 2025 dataset
Level of theory: ωB97M-V with the def2-TZVPD basis set

The geometry in XYZ format:
```
60
C14H40O6 (ωB97M-V with the def2-TZVPD basis set)
C -2.7780 24.4865 -8.7224
C -1.6436 25.2722 -9.3960
C -0.3948 24.4591 -9.6959
O -2.2609 25.6884 -10.5743
H -3.0716 23.5443 -9.1852
H -3.7518 24.9674 -8.6297
H -2.4871 24.2372 -7.7019
H -1.2959 26.0795 -8.7513
H 0.3056 25.0117 -10.3222
H -0.6644 23.5425 -10.2207
H -0.0536 24.1496 -8.7081
H -2.9841 25.0832 -10.7540
C -8.1495 26.1111 -14.2513
C -8.0440 24.6295 -14.7077
C -7.1286 23.8154 -13.7471
O -9.3447 24.0182 -14.8444
H -8.7439 26.6478 -14.9907
H -7.1584 26.5309 -14.0788
H -8.6215 26.2536 -13.2792
H -7.6417 24.8005 -15.7062
H -6.6990 22.9249 -14.2058
H -7.6364 23.4530 -12.8533
H -6.4122 24.4673 -13.2471
H -10.0547 24.5546 -15.2046
C -6.9547 24.0943 -7.3165
C -5.8684 23.2966 -7.9149
C -4.6891 23.0173 -6.9839
O -6.4601 22.0725 -8.0815
H -7.7771 24.1192 -8.0314
H -6.5966 25.0608 -6.9617
H -7.2952 23.6281 -6.3919
H -5.5316 23.6771 -8.8792
H -5.0079 22.7671 -5.9720
H -3.9504 23.8025 -6.8233
H -4.1136 22.1565 -7.3243
H -7.3832 22.2318 -8.2918
C -3.7493 20.5130 -15.7520
C -5.0304 21.2975 -15.1868
C -6.2747 20.4278 -15.0000
O -4.5690 21.9477 -14.0414
H -3.5420 19.7011 -15.0550
H -2.8047 21.0517 -15.6762
H -3.9487 20.0831 -16.7336
H -5.4001 22.1199 -15.7993
H -7.1473 21.0785 -14.9432
H -6.3594 19.7807 -14.1270
H -6.5005 19.8760 -15.9125
H -4.4767 21.2710 -13.3667
C -4.7972 23.3980 -12.0706
O -5.4180 23.1680 -10.8446
H -5.5433 23.6179 -12.8343
H -4.0081 24.1340 -11.9161
H -4.2968 22.4728 -12.3563
H -5.3680 23.9539 -10.2955
C -2.9803 23.4445 -15.0787
O -3.6736 23.7900 -13.9376
H -2.4267 24.3453 -15.3436
H -2.3438 22.5666 -14.9686
H -3.7818 23.2540 -15.7925
H -4.2123 23.0181 -13.7490
```

Results
- highest occupied orbital energy (Eh) = -0.3275
- LUMO level (eV) = 0.6
- HOMO-LUMO gap (eV) = 9.5
- energy above the lowest of the compared OMol25 structures with the same formula, charge and spin (kcal per mole) = 190.8
- total charge = 0
- multiplicity = 1
- total energy (Eh) = -1008.5422

Atomic partial charges in e from the Löwdin method, atoms 1 to 4: atom 1 (C): -0.08, atom 2 (C): -0.48, atom 3 (C): -0.05, atom 4 (O): -0.04

Formula: C14H42BClN2O5S5
Source: the Open Molecules 2025 dataset
Level of theory: ωB97M-V with the def2-TZVPD basis set

The geometry in XYZ format:
```
70
C14H42BClN2O5S5 (ωB97M-V with the def2-TZVPD basis set)
C 2.2925 -2.8751 0.8190
C 1.9914 -1.5355 0.1363
Cl 3.5330 -0.6825 -0.2701
C 1.0556 -0.6368 0.9722
B -0.3352 -0.5391 0.2126
N -0.3550 0.1358 -1.1012
C -1.6227 -1.2280 0.8295
N -1.9783 -2.4873 0.1129
H 1.5202 -3.5872 0.5256
H 2.2974 -2.7787 1.9022
H 3.2580 -3.2645 0.4973
H 1.5306 -1.7508 -0.8273
H 0.9582 -1.0490 1.9769
H 1.4854 0.3641 1.0526
H -0.8818 1.0116 -1.0124
H -0.8589 -0.4335 -1.7760
H -1.3920 -1.5164 1.8550
H -2.5055 -0.5841 0.8267
H -1.8595 -2.4046 -0.8884
H -1.4232 -3.2622 0.4497
C -2.2526 -3.7178 3.8894
S -0.9527 -2.8201 4.7474
O 0.2134 -2.7727 3.8236
C -0.6125 -4.0997 5.9617
H -2.5834 -3.1071 3.0508
H -1.8561 -4.6656 3.5245
H -3.0862 -3.8856 4.5713
H -0.3317 -5.0199 5.4498
H -1.4977 -4.2550 6.5783
H 0.2117 -3.7549 6.5823
C -1.5537 3.8117 1.1742
S -2.4422 3.6314 -0.3778
O -2.5213 2.1545 -0.6426
C -1.1227 4.2581 -1.4195
H -2.1862 3.4142 1.9656
H -0.6172 3.2539 1.1290
H -1.3633 4.8689 1.3549
H -0.2245 3.6562 -1.2839
H -0.9273 5.3000 -1.1684
H -1.4487 4.1882 -2.4541
C 2.5776 1.6289 -2.8601
S 2.5317 2.9388 -4.0848
O 1.4966 3.9061 -3.6247
C 1.7794 1.9528 -5.3867
H 2.9660 2.0435 -1.9327
H 1.5669 1.2548 -2.6896
H 3.2316 0.8248 -3.1991
H 0.8292 1.5540 -5.0315
H 2.4571 1.1456 -5.6650
H 1.6126 2.6035 -6.2428
C 8.2059 -3.6759 -1.2444
S 6.5815 -3.4025 -0.5219
O 5.9362 -4.7369 -0.4016
C 5.8613 -2.6133 -1.9626
H 8.8066 -4.2098 -0.5112
H 8.1047 -4.2761 -2.1485
H 8.6683 -2.7144 -1.4682
H 5.9296 -3.2842 -2.8200
H 6.3806 -1.6762 -2.1665
H 4.8212 -2.4052 -1.7284
C -6.4659 2.8787 0.3160
S -6.4403 4.4813 -0.4944
O -5.2243 5.1782 -0.0004
C -7.8438 5.1767 0.3893
H -5.6227 2.3064 -0.0696
H -6.3606 3.0169 1.3922
H -7.3993 2.3669 0.0808
H -7.6452 5.1531 1.4607
H -8.7418 4.6070 0.1502
H -7.9633 6.2058 0.0576
```

Results
- highest occupied orbital energy (Eh) = -0.3022
- LUMO level (eV) = 0.6
- HOMO-LUMO gap (eV) = 8.8
- total charge = 0
- multiplicity = 1
- total energy (Eh) = -3520.1650

Atomic partial charges in e from the Löwdin method, atoms 1 to 4: atom 1 (C): -0.10, atom 2 (C): -0.70, atom 3 (Cl): 0.63, atom 4 (C): -0.13

Formula: C14H42BF4KO7
Source: the Open Molecules 2025 dataset
Level of theory: ωB97M-V with the def2-TZVPD basis set

The geometry in XYZ format:
```
69
C14H42BF4KO7 (ωB97M-V with the def2-TZVPD basis set)
K -1.4023 -2.8832 -1.9176
B -0.5360 -0.4256 0.0237
F -0.3367 0.5060 1.0562
F -0.9806 0.2071 -1.1518
F 0.6713 -1.0805 -0.2780
F -1.3781 -1.4402 0.4235
C 0.7351 3.9730 0.8160
C 1.9613 3.0613 0.9350
O 2.8236 3.2464 -0.1663
H 0.0054 3.7992 1.6134
H 0.1742 3.6909 -0.0796
H 1.0088 5.0265 0.8190
H 1.5939 2.0338 0.9111
H 2.4335 3.3260 1.8809
H 2.5843 2.6348 -0.8732
C 0.9170 -5.2937 2.3638
C 1.0171 -4.4979 1.0735
O -0.1891 -3.9501 0.5991
H 1.6586 -6.0956 2.3336
H -0.0578 -5.7375 2.5633
H 1.1732 -4.7318 3.2655
H 1.4989 -5.1187 0.3107
H 1.8315 -3.7635 1.1422
H -0.4214 -3.1536 1.0923
C -3.3443 2.9326 2.8571
C -2.2233 1.9426 3.1889
O -2.6375 0.6532 2.7013
H -4.3334 2.4997 2.9763
H -3.2456 3.2188 1.8059
H -3.2128 3.8738 3.3957
H -2.0612 1.8203 4.2602
H -1.3011 2.1838 2.6614
H -1.9822 0.3315 2.0757
C -1.6779 1.7282 -4.3634
C -0.3141 1.0755 -4.2181
O 0.5799 1.3681 -5.3082
H -2.2538 1.4100 -5.2350
H -1.6400 2.8112 -4.4724
H -2.1489 1.4033 -3.4296
H -0.3952 -0.0013 -4.0888
H 0.1471 1.5291 -3.3388
H 1.0999 2.1362 -5.0656
C -4.4637 -0.8476 -1.0513
C -4.5330 -2.1077 -0.2378
O -4.0999 -3.2396 -1.0393
H -4.9753 -0.8469 -2.0108
H -3.3965 -0.6565 -1.2135
H -4.8067 0.0222 -0.4900
H -5.5481 -2.3875 0.0747
H -3.9833 -2.1281 0.7062
H -4.6647 -3.9893 -0.8553
C 3.3790 -1.5634 3.1866
C 2.6869 -0.3105 2.6631
O 1.3663 -0.1616 3.1606
H 2.6651 -2.3863 3.1258
H 3.7429 -1.5321 4.2135
H 4.2715 -1.6983 2.5719
H 2.5985 -0.2410 1.5721
H 3.2276 0.6006 2.9557
H 0.7264 0.0557 2.4766
C 3.9337 1.4066 -3.3662
C 3.1577 0.3157 -2.6856
O 2.2215 0.8047 -1.7131
H 4.6578 1.0460 -4.0911
H 4.5017 1.9240 -2.5833
H 3.3177 2.2012 -3.7908
H 3.7950 -0.3175 -2.0543
H 2.5946 -0.2810 -3.4159
H 1.7861 0.0683 -1.2677
```

Results
- highest occupied orbital energy (Eh) = -0.3394
- LUMO level (eV) = -0.8
- HOMO-LUMO gap (eV) = 8.5
- energy above the lowest of the compared OMol25 structures with the same formula, charge and spin (kcal per mole) = 21.8
- total charge = 0
- multiplicity = 1
- total energy (Eh) = -2109.7514

Atomic partial charges in e from the Löwdin method, atoms 1 to 4: atom 1 (K): 0.93, atom 2 (B): -1.32, atom 3 (F): 0.12, atom 4 (F): 0.12

Formula: C14H42BaNO10
Source: the Open Molecules 2025 dataset
Level of theory: ωB97M-V with the def2-TZVPD basis set

The geometry in XYZ format:
```
68
C14H42BaNO10 (ωB97M-V with the def2-TZVPD basis set)
Ba -0.4482 0.1367 -0.3646
N 2.7741 1.1074 1.8485
O 3.2999 0.6556 2.8349
O 1.9012 0.4537 1.3180
O 3.0957 2.2161 1.4377
C 3.9392 0.7516 -2.1256
C 3.0040 -0.4173 -2.2124
O 1.6920 0.0253 -2.1661
H 4.9500 0.4783 -1.8230
H 3.5930 1.3720 -1.2989
H 3.9541 1.3832 -3.0139
H 3.1719 -1.1387 -1.4127
H 3.1930 -0.8548 -3.1927
H 1.6174 0.5335 -2.9771
C -5.1851 -1.5060 -0.0618
C -3.7449 -1.8530 -0.5484
O -2.9476 -0.9837 0.2203
H -5.8995 -2.1050 -0.6265
H -5.3662 -0.4581 -0.3009
H -5.2585 -1.6921 1.0097
H -3.6435 -1.6176 -1.6078
H -3.4668 -2.8999 -0.4264
H -3.4143 -0.9171 1.0566
C 0.0890 0.6873 4.4092
C -0.2697 -0.5693 3.6158
O -1.1264 -0.1664 2.5168
H -0.8209 1.0982 4.8466
H 0.5721 1.4627 3.8146
H 0.8024 0.4784 5.2064
H -0.7805 -1.3144 4.2257
H 0.6354 -1.0811 3.2887
H -2.0259 0.0045 2.8053
C 1.8723 3.9584 -2.3011
C 0.8591 3.9029 -1.1509
O 0.9278 2.6229 -0.6180
H 1.3151 3.4862 -3.1102
H 2.7338 3.3877 -1.9542
H 2.2067 4.9386 -2.6412
H -0.1583 4.1321 -1.4677
H 1.1021 4.5850 -0.3362
H 1.6427 2.7114 0.0166
C -0.8952 3.6405 1.8528
C -2.1632 2.8177 1.6992
O -2.1393 2.1708 0.4715
H -0.7355 4.0249 2.8602
H -0.9548 4.5037 1.1899
H -0.0260 3.0066 1.6776
H -3.0528 3.4374 1.8116
H -2.1683 2.1438 2.5559
H -2.5283 2.8570 -0.0757
C 0.3124 -2.4249 -4.0297
C 0.1669 -2.6606 -2.5289
O -0.9844 -1.9832 -2.0486
H -0.3984 -3.0172 -4.6059
H 1.3274 -2.6575 -4.3518
H 0.1441 -1.3917 -4.3333
H 1.0887 -2.3519 -2.0359
H 0.0353 -3.7179 -2.2988
H -1.6714 -2.2081 -2.6803
C 0.6093 -4.6140 0.6806
C 0.0777 -3.2528 1.1082
O 0.7994 -2.1898 0.5260
H 0.3549 -4.7791 -0.3664
H 0.0694 -5.3714 1.2489
H 1.6921 -4.6469 0.8007
H 0.0904 -3.1885 2.1963
H -0.9739 -3.1609 0.8368
H 1.5356 -1.9815 1.1058
```

Results
- highest occupied orbital energy (Eh) = -0.4008
- LUMO level (eV) = -2.9
- HOMO-LUMO gap (eV) = 8.0
- energy above the lowest of the compared OMol25 structures with the same formula, charge and spin (kcal per mole) = 0.0
- total charge = +1
- multiplicity = 1
- total energy (Eh) = -1390.9931

Atomic partial charges in e from the Löwdin method, atoms 1 to 4: atom 1 (Ba): 2.08, atom 2 (N): -0.66, atom 3 (O): 0.03, atom 4 (O): -0.16